This record from OMol25 describes an isolated molecule of C19H23ClN2O3S. The level of theory is the ωB97M-V functional and the def2-TZVPD basis.

As for the molar mass: 394.92 g/mol. For the frontier orbital gap, the calculation gives 9.1 eV. As for the net charge: 0. The LUMO energy comes out at 0.49 eV. The energy relative to the best compared isomer or geometry (same formula, charge and spin) comes out at 43.8 kcal/mol. The HOMO energy comes out at -8.6 eV.

Geometry (Å):
C 2.59 3.82 -3.18
H 1.83 3.91 -3.95
C 3.10 2.39 -3.09
C 1.99 1.42 -2.71
N 1.36 1.78 -1.45
C 0.03 1.23 -1.30
C -0.61 1.79 -0.03
N 0.19 1.43 1.11
C -0.14 0.64 2.15
O 0.62 0.45 3.09
C -1.45 -0.03 2.15
C -2.18 -0.43 3.24
C -3.28 -1.16 2.74
C -3.15 -1.17 1.38
C -3.88 -1.90 0.34
H -3.68 -1.52 -0.65
H -4.95 -1.95 0.54
S -3.32 -3.73 0.34
O -3.74 -4.26 1.63
C -1.56 -3.30 0.52
C -0.83 -2.90 -0.58
C 0.49 -2.52 -0.42
C 1.06 -2.55 0.85
C 0.32 -2.97 1.95
C -0.99 -3.36 1.78
H -1.59 -3.70 2.61
H 0.78 -2.98 2.93
Cl 2.70 -2.07 1.06
H 1.09 -2.21 -1.26
H -1.29 -2.87 -1.56
O -2.05 -0.48 1.01
H -4.06 -1.63 3.31
H -1.94 -0.22 4.26
C 1.54 1.94 0.99
C 2.17 1.41 -0.30
H 2.28 0.32 -0.22
H 3.17 1.85 -0.41
H 1.51 3.04 0.96
H 2.11 1.61 1.86
H -0.63 2.88 -0.11
H -1.63 1.43 0.07
H 0.04 0.12 -1.24
H -0.57 1.52 -2.17
H 2.38 0.39 -2.69
H 1.21 1.47 -3.48
H 3.51 2.08 -4.06
H 3.91 2.34 -2.37
H 3.40 4.51 -3.41
H 2.15 4.11 -2.23

Here are the Löwdin charges for atoms 1 to 5, given in e: atom 1 (C): -0.1088, atom 2 (H): 0.0709, atom 3 (C): -0.2446, atom 4 (C): -0.2211, atom 5 (N): -0.1771

***

This record from OMol25 describes a structure of composition C49H57N8O2S2Sn. The level of theory is the ωB97M-V functional and the def2-TZVPD basis.

As for the molar mass: 972.89 g/mol. For the frontier orbital gap, the calculation gives 5.4 eV. As for the net charge: +1. The LUMO energy comes out at -3.85 eV. The energy relative to the best compared isomer or geometry (same formula, charge and spin) comes out at 202.5 kcal/mol. The HOMO energy comes out at -9.3 eV.

Geometry (Å):
Sn 1.03 -0.60 -0.13
C -4.05 4.56 -2.45
C -2.53 4.57 -2.21
C -2.09 3.42 -1.35
C -1.96 3.47 0.01
C -2.10 4.63 0.96
C -3.52 5.16 1.13
C -1.28 2.23 0.38
C -0.16 1.56 0.15
C -2.00 0.00 -0.63
C -3.34 -0.41 -0.94
C -4.42 0.38 -1.62
C -4.42 0.18 -3.14
C -3.39 -1.73 -0.55
C -2.06 -2.09 -0.14
C -1.50 -3.36 -0.11
C -0.21 -3.52 -0.69
N 0.10 -2.58 -1.60
C 1.23 -2.95 -2.21
C 1.66 -2.13 -3.26
C 1.09 -0.89 -3.58
N 0.30 -0.11 -2.76
C -0.20 0.85 -3.55
C -1.06 1.91 -3.12
C -1.57 2.17 -1.89
N -1.38 1.29 -0.76
C 0.29 0.74 -4.91
C 1.15 -0.33 -4.92
C 1.91 -0.90 -6.07
C 1.15 -2.02 -6.79
C -0.12 1.60 -6.07
C -1.50 1.23 -6.61
C 1.71 -4.21 -1.66
C 0.80 -4.57 -0.70
C 0.84 -5.76 0.22
C 0.22 -7.01 -0.41
C 2.98 -4.89 -2.05
C 2.83 -5.73 -3.33
N -1.27 -0.95 -0.14
C -4.58 -2.64 -0.64
C -5.39 -2.65 0.66
H -4.33 5.43 -3.04
H -4.60 4.57 -1.51
H -4.34 3.66 -3.01
H -2.23 5.51 -1.73
H -2.03 4.52 -3.18
H -1.44 5.44 0.63
H -1.73 4.29 1.93
H -3.86 5.69 0.23
H -3.55 5.87 1.96
H -4.22 4.35 1.35
H 1.07 2.63 -0.30
H -4.29 1.44 -1.38
H -5.39 0.08 -1.22
H -3.46 0.47 -3.57
H -5.20 0.78 -3.60
H -4.60 -0.87 -3.39
H -2.10 -4.22 0.17
H 2.42 -2.51 -3.93
H -1.30 2.64 -3.89
H 2.87 -1.28 -5.72
H 2.13 -0.10 -6.78
H 0.93 -2.84 -6.11
H 1.74 -2.41 -7.63
H 0.21 -1.65 -7.19
H 0.62 1.50 -6.87
H -0.11 2.65 -5.78
H -1.51 0.19 -6.94
H -1.78 1.86 -7.46
H -2.27 1.34 -5.85
H 0.30 -5.51 1.14
H 1.87 -5.96 0.50
H -0.78 -6.81 -0.79
H 0.15 -7.82 0.32
H 0.83 -7.37 -1.25
H 3.32 -5.53 -1.24
H 3.75 -4.13 -2.21
H 2.06 -6.49 -3.20
H 3.77 -6.23 -3.57
H 2.55 -5.10 -4.18
H -4.26 -3.65 -0.88
H -5.22 -2.31 -1.46
H -4.78 -2.99 1.50
H -6.25 -3.31 0.57
H -5.75 -1.64 0.90
O 4.78 0.42 4.46
C 3.57 0.18 4.98
C 3.49 0.05 6.37
C 2.28 -0.14 6.99
C 1.11 -0.23 6.24
C 1.18 -0.15 4.86
C 2.40 0.05 4.21
C 2.39 0.09 2.72
O 1.35 -0.38 2.13
N 3.46 0.61 2.14
N 3.38 0.70 0.76
C 4.47 0.56 0.13
S 6.00 0.18 0.90
C 6.86 -0.15 -0.67
C 6.32 0.82 -1.71
S 4.50 0.74 -1.62
H 4.65 0.55 3.50
H 4.41 0.12 6.94
H 2.24 -0.23 8.07
H 0.15 -0.37 6.73
H 0.29 -0.24 4.26
H 6.67 -1.18 -0.95
H 7.92 0.00 -0.50
H 6.62 0.55 -2.72
H 6.63 1.84 -1.50
N 2.87 3.54 0.34
C 3.61 4.59 -0.03
C 2.97 5.20 -1.10
C 1.83 4.43 -1.33
N 1.81 3.42 -0.46
H 3.10 2.77 0.97
H 4.52 4.84 0.48
H 3.28 6.09 -1.63
H 1.05 4.55 -2.07

Here are the Löwdin charges for atoms 1 to 5, given in e: atom 1 (Sn): 1.4447, atom 2 (C): -0.0657, atom 3 (C): -0.1722, atom 4 (C): -0.1295, atom 5 (C): -0.1114

***

This record from OMol25 describes a cluster of 2 separate species, C14H16O in total. The level of theory is the ωB97M-V functional and the def2-TZVPD basis.

As for the molar mass: 200.28 g/mol. As for the SMILES: Cc1ccc(O)cc1.Cc1ccccc1. For the frontier orbital gap, the calculation gives 9.1 eV. As for the net charge: 0. The LUMO energy comes out at 0.84 eV. The energy relative to the best compared isomer or geometry (same formula, charge and spin) comes out at 16.8 kcal/mol. The HOMO energy comes out at -8.3 eV.

Geometry (Å):
C -0.17 2.30 1.94
C -0.01 1.72 0.56
C 1.17 1.95 -0.12
C -1.14 1.37 -0.18
C 1.23 1.60 -1.49
C -1.18 1.39 -1.56
C 0.07 1.53 -2.21
O 0.06 1.31 -3.57
H -0.92 1.77 2.53
H -0.47 3.34 1.85
H 2.07 2.28 0.40
H -2.04 1.15 0.38
H 2.24 1.50 -1.89
H -2.01 1.33 -2.25
H 0.76 1.80 -4.02
H 0.79 2.29 2.46
C 0.49 -3.14 -1.11
C -1.31 -1.68 1.92
C -1.09 -2.40 0.75
C -0.27 -1.04 2.57
C 0.17 -2.43 0.17
C 0.98 -0.99 1.98
C 1.19 -1.73 0.82
H -2.30 -1.76 2.37
H -1.81 -3.05 0.27
H -0.43 -0.54 3.51
H 1.80 -0.46 2.45
H -0.33 -3.80 -1.37
H 1.34 -3.80 -1.00
H 2.17 -1.68 0.35
H 0.60 -2.46 -1.95

Here are the Löwdin charges for atoms 1 to 5, given in e: atom 1 (C): -0.0601, atom 2 (C): -0.3078, atom 3 (C): -0.0468, atom 4 (C): -0.0507, atom 5 (C): -0.0273

***

This record from OMol25 describes an isolated molecule of C9H12N2O2. The level of theory is the ωB97M-V functional and the def2-TZVPD basis.

As for the molar mass: 180.21 g/mol. As for the SMILES: COc1ccc(/N=C(/C)NO)cc1. For the frontier orbital gap, the calculation gives 8.5 eV. As for the net charge: 0. The LUMO energy comes out at 0.89 eV. The energy relative to the best compared isomer or geometry (same formula, charge and spin) comes out at 44.0 kcal/mol. The HOMO energy comes out at -7.6 eV.

Geometry (Å):
C 4.50 0.85 0.37
C 2.19 0.61 -0.20
C 1.24 0.87 -1.17
C -0.13 0.73 -0.93
C -0.56 0.36 0.36
C 0.42 0.22 1.36
C 1.78 0.32 1.08
C -2.78 -0.50 0.16
C -4.25 -0.28 0.54
H 4.22 1.65 1.08
H 5.44 1.02 -0.11
H 4.52 -0.09 0.93
H 1.65 1.09 -2.15
H -0.77 0.87 -1.77
H 0.14 -0.17 2.31
H 2.48 0.12 1.87
H -4.38 0.62 1.20
H -4.89 -0.16 -0.38
H -4.58 -1.10 1.17
H -3.27 -2.27 -0.84
H -0.85 -1.59 -1.37
N -1.89 0.24 0.70
N -2.59 -1.50 -0.79
O 3.50 0.78 -0.65
O -1.35 -2.07 -0.69

Here are the Löwdin charges for atoms 1 to 5, given in e: atom 1 (C): -0.0776, atom 2 (C): -0.2959, atom 3 (C): -0.0112, atom 4 (C): -0.0309, atom 5 (C): -0.3015

***

This record from OMol25 describes a structure of composition C48H128AsF6N8O8. The level of theory is the ωB97M-V functional and the def2-TZVPD basis.

As for the molar mass: 1134.51 g/mol. For the frontier orbital gap, the calculation gives 8.9 eV. As for the net charge: +7. The LUMO energy comes out at -10.12 eV. The HOMO energy comes out at -19.0 eV.

Geometry (Å):
C -1.22 -6.57 -3.44
C -0.67 -7.71 -2.54
N -1.75 -8.57 -1.84
C -0.97 -9.57 -0.90
C -2.65 -7.79 -0.88
C -1.87 -6.90 0.06
C -2.63 -9.21 -2.93
C -3.76 -10.15 -2.36
O -3.39 -11.04 -1.40
C -4.35 -11.91 -0.89
H -1.54 -6.87 -4.43
H -0.38 -5.91 -3.65
H -2.06 -6.07 -2.97
H -0.01 -7.29 -1.79
H 0.01 -8.44 -2.98
H -0.75 -10.43 -1.53
H -1.49 -9.97 -0.03
H 0.01 -9.16 -0.70
H -3.10 -8.50 -0.18
H -3.43 -7.36 -1.50
H -2.57 -6.56 0.83
H -1.63 -6.02 -0.54
H -1.02 -7.41 0.50
H -1.87 -9.70 -3.55
H -3.06 -8.44 -3.57
H -4.34 -10.60 -3.17
H -4.48 -9.48 -1.88
H -5.24 -11.31 -0.71
H -3.95 -12.29 0.05
H -4.67 -12.65 -1.62
C 2.92 6.39 -1.69
C 3.91 7.10 -0.67
N 5.11 7.91 -1.27
C 5.86 7.01 -2.36
C 4.54 9.14 -1.89
C 5.53 10.10 -2.55
C 6.25 8.15 -0.28
C 5.80 9.15 0.88
O 5.84 10.50 0.44
C 5.07 11.31 1.32
H 3.31 5.53 -2.24
H 2.47 6.96 -2.51
H 2.22 5.94 -1.00
H 4.25 6.36 0.06
H 3.31 7.85 -0.14
H 5.26 6.69 -3.21
H 6.12 6.05 -1.91
H 6.64 7.55 -2.91
H 3.99 9.75 -1.17
H 3.78 8.81 -2.59
H 6.45 10.47 -2.10
H 4.94 10.91 -2.98
H 5.95 9.62 -3.44
H 7.14 8.42 -0.84
H 6.51 7.16 0.11
H 6.58 9.05 1.64
H 4.82 8.91 1.29
H 4.07 10.93 1.57
H 4.86 12.30 0.91
H 5.63 11.59 2.21
C 0.50 -4.53 6.56
C 0.69 -3.73 7.95
N 2.12 -3.90 8.62
C 2.07 -2.87 9.79
C 2.26 -5.32 9.23
C 1.09 -5.71 10.13
C 3.33 -3.66 7.70
C 3.67 -2.24 7.32
O 2.53 -1.80 6.60
C 2.67 -0.88 5.42
H 1.29 -4.27 5.86
H -0.46 -4.22 6.14
H 0.45 -5.62 6.59
H -0.14 -4.02 8.60
H 0.60 -2.69 7.62
H 1.40 -3.07 10.62
H 1.94 -1.86 9.39
H 3.04 -2.85 10.30
H 3.18 -5.21 9.81
H 2.58 -5.96 8.41
H 0.27 -6.00 9.47
H 0.73 -4.94 10.81
H 1.41 -6.43 10.89
H 3.12 -4.24 6.81
H 4.23 -4.12 8.11
H 4.52 -2.30 6.63
H 3.97 -1.70 8.22
H 3.59 -0.31 5.51
H 1.82 -0.27 5.14
H 2.91 -1.55 4.58
C -7.46 4.46 8.38
C -6.32 3.37 8.65
N -5.23 3.83 9.73
C -4.54 5.11 9.11
C -5.99 4.18 11.08
C -6.89 3.04 11.64
C -4.05 2.82 10.18
C -3.06 2.39 9.03
O -3.87 1.81 8.05
C -3.19 1.84 6.82
H -8.00 4.13 7.50
H -7.17 5.41 7.92
H -8.17 4.57 9.21
H -5.80 3.30 7.70
H -6.78 2.42 8.93
H -4.12 4.77 8.16
H -3.87 5.46 9.90
H -5.36 5.82 9.01
H -6.51 5.09 10.80
H -5.27 4.56 11.80
H -7.57 2.72 10.85
H -7.59 3.51 12.34
H -6.50 2.26 12.29
H -4.49 1.89 10.55
H -3.53 3.43 10.92
H -2.36 1.66 9.43
H -2.39 3.19 8.72
H -2.16 1.55 6.98
H -3.04 2.82 6.37
H -3.62 1.15 6.09
C -4.42 6.40 -3.26
C -3.14 6.81 -2.50
C -2.70 8.30 -2.78
O -1.62 8.53 -1.81
C -1.43 9.87 -1.55
N -3.43 6.63 -1.04
H -3.22 5.71 -0.69
H -2.98 7.36 -0.50
H -4.42 6.75 -0.87
H -4.27 6.55 -4.33
H -5.26 6.92 -2.81
H -4.73 5.38 -3.02
H -2.26 6.17 -2.61
H -3.46 9.02 -2.49
H -2.41 8.59 -3.79
H -2.18 10.32 -0.91
H -1.18 10.54 -2.38
H -0.56 10.07 -0.93
C -3.20 -3.76 -11.94
C -3.48 -4.05 -10.38
C -4.14 -2.92 -9.56
O -3.97 -3.15 -8.21
C -4.48 -2.12 -7.36
N -4.24 -5.31 -10.24
H -5.24 -5.16 -10.36
H -3.84 -6.13 -10.67
H -4.23 -5.59 -9.27
H -2.30 -3.16 -12.03
H -4.07 -3.54 -12.56
H -2.80 -4.65 -12.43
H -2.51 -4.14 -9.89
H -5.19 -2.76 -9.79
H -3.52 -2.08 -9.89
H -4.62 -2.59 -6.39
H -5.47 -1.72 -7.59
H -3.73 -1.34 -7.28
C 5.22 -1.22 -2.00
C 5.18 -2.76 -1.90
C 5.12 -3.57 -3.22
O 5.12 -4.98 -2.98
C 5.09 -5.82 -4.12
N 6.47 -3.14 -1.10
H 6.27 -3.94 -0.52
H 7.24 -3.49 -1.65
H 6.81 -2.33 -0.60
H 4.31 -0.81 -2.45
H 6.07 -0.79 -2.53
H 5.09 -0.76 -1.03
H 4.36 -3.01 -1.23
H 5.73 -3.26 -4.07
H 4.13 -3.27 -3.56
H 4.19 -5.81 -4.73
H 5.15 -6.83 -3.69
H 5.81 -5.48 -4.86
C 3.23 -2.13 -8.84
C 2.65 -1.41 -10.12
C 1.86 -0.11 -9.63
O 2.77 0.92 -9.18
C 2.13 2.00 -8.52
N 3.97 -1.02 -10.85
H 3.79 -1.12 -11.84
H 4.05 -0.01 -10.77
H 4.85 -1.49 -10.72
H 3.74 -1.35 -8.28
H 4.01 -2.87 -9.03
H 2.45 -2.63 -8.27
H 2.16 -2.06 -10.84
H 1.44 -0.54 -8.72
H 1.11 0.23 -10.35
H 1.26 2.38 -9.06
H 2.76 2.88 -8.40
H 1.77 1.55 -7.60
As -1.36 0.31 -1.08
F -2.82 -0.04 -2.03
F -1.77 -0.85 0.15
F 0.11 0.83 -0.15
F -0.92 1.48 -2.40
F -2.29 1.53 -0.21
F -0.40 -0.96 -2.05

Here are the Löwdin charges for atoms 1 to 5, given in e: atom 1 (C): -0.0501, atom 2 (C): -0.1629, atom 3 (N): -0.2291, atom 4 (C): 0.0373, atom 5 (C): -0.1854

***

This record from OMol25 describes a structure of composition C26H31AuN7O6S. The level of theory is the ωB97M-V functional and the def2-TZVPD basis.

As for the molar mass: 766.61 g/mol. Its spin multiplicity is 3. For the frontier orbital gap (spin up / spin down), the calculation gives 7.8 / 4.8 eV. As for the net charge: +1. As for the expectation value of S²: 2.02. The LUMO energy (spin up / spin down) comes out at -3.54 / -7.18 eV. The energy relative to the best compared isomer or geometry (same formula, charge and spin) comes out at 13.4 kcal/mol. The HOMO energy (spin up / spin down) comes out at -11.3 / -12.0 eV.

Geometry (Å):
Au -1.19 -1.36 0.62
C 5.79 -1.20 1.58
C 5.18 -0.51 0.35
C 5.56 0.97 0.37
C 5.74 -1.15 -0.93
C 3.67 -0.71 0.38
C 3.13 -2.00 0.36
C 1.76 -2.18 0.39
N 0.93 -1.13 0.44
C 1.41 0.12 0.45
C 2.77 0.35 0.42
C 0.39 1.22 0.48
C 0.72 2.56 0.48
C -0.27 3.53 0.48
C -1.60 3.09 0.48
C -1.87 1.74 0.48
N -0.89 0.82 0.48
C 0.04 5.02 0.49
C -0.57 5.65 1.76
C -0.57 5.67 -0.76
C 1.55 5.28 0.49
H 6.87 -1.06 1.58
H 5.60 -2.28 1.58
H 5.39 -0.78 2.51
H 6.65 1.06 0.35
H 5.20 1.47 1.28
H 5.17 1.50 -0.50
H 6.82 -0.99 -0.98
H 5.29 -0.70 -1.82
H 5.55 -2.23 -0.97
H 3.76 -2.88 0.32
H 1.30 -3.16 0.37
H 3.14 1.37 0.42
H 1.76 2.85 0.48
H -2.42 3.79 0.47
H -2.89 1.37 0.48
H -1.66 5.53 1.78
H -0.34 6.72 1.78
H -0.16 5.19 2.66
H -1.66 5.58 -0.77
H -0.19 5.20 -1.67
H -0.32 6.73 -0.78
H 2.04 4.87 1.38
H 1.72 6.36 0.50
H 2.04 4.87 -0.40
S -5.79 -1.87 -0.42
C -4.34 -1.62 0.25
N -3.30 -1.43 0.75
N -2.33 -0.90 3.88
N -1.18 -1.53 3.31
H -2.39 -1.07 4.87
H -3.16 -1.24 3.43
H -1.16 -2.54 3.45
H -0.36 -1.13 3.71
O -1.85 -5.53 0.02
C -1.80 -4.36 -0.32
O -1.01 -3.46 0.24
C -2.75 -3.90 -1.42
C -3.83 -4.70 -1.73
C -4.73 -4.29 -2.71
C -4.60 -3.09 -3.38
C -3.51 -2.32 -3.06
C -2.58 -2.71 -2.11
N -3.37 -0.98 -3.69
O -2.54 -0.21 -3.22
O -4.10 -0.71 -4.63
N -5.90 -5.15 -3.02
O -6.06 -6.15 -2.35
O -6.64 -4.79 -3.93
H -3.98 -5.65 -1.22
H -5.32 -2.78 -4.13
H -1.73 -2.07 -1.93

Here are the Löwdin charges for atoms 1 to 5, given in e: atom 1 (Au): 1.0939, atom 2 (C): -0.0332, atom 3 (C): -0.5584, atom 4 (C): -0.0607, atom 5 (C): -0.0322